[1]
The following is a DFT calculation (wB97M-V/def2-TZVPD) of the molecule C7H12N2 in a non-equilibrium geometry.

Atoms and positions in Å:
1 N -0.3035 -0.0305 -2.3454
2 C 0.0383 -0.6621 -1.2506
3 N 0.2365 0.0396 -0.0991
4 C 0.2641 -2.1163 -1.0593
5 C 0.8051 -0.7972 0.9487
6 C 0.4171 -2.2086 0.4652
7 C -1.1800 2.2015 -0.0415
8 C -0.4454 2.0059 1.3019
9 C 0.1987 1.5256 0.0105
10 H -0.4898 0.9632 -2.1969
11 H -0.5626 -2.7197 -1.4486
12 H 1.1784 -2.4083 -1.5730
13 H 0.4411 -0.5978 1.9650
14 H 1.9039 -0.7037 0.9594
15 H -0.5710 -2.5155 0.8660
16 H 1.1648 -2.9626 0.7413
17 H -1.2591 3.1786 -0.4677
18 H -2.0406 1.5299 -0.2293
19 H -0.0119 2.8870 1.8150
20 H -0.8495 1.2717 2.0325
21 H 1.0653 2.1193 -0.3941

Calculated values
**ΔE to the lowest compared entry with this formula, charge and spin**: 83.7 kJ/mol
**SMILES**: [H]/N=C1/CCCN1C1CC1
**LUMO energy**: 0.969 eV
**Total charge**: 0
**E_HOMO**: -8.3 eV



[2]
The following is a DFT calculation (wB97M-V/def2-TZVPD) of the molecule C7H12N2 in a non-equilibrium geometry.

Atoms and positions in Å:
1 C 1.8557 1.0840 -0.3279
2 C -2.4758 0.2968 -0.0282
3 C -0.1697 -0.4434 -0.9416
4 C 1.0104 -0.1467 0.0134
5 C -1.0874 -0.2029 0.0958
6 N 0.0110 -0.5614 2.4163
7 C -0.1436 0.1716 1.1998
8 C -0.2428 -0.6802 -2.2672
9 N 1.6497 -1.3019 0.4031
10 H 1.6573 -1.9681 -0.3680
11 H 0.6198 -1.3592 2.2144
12 H 0.4611 0.0073 3.1241
13 H -0.3284 1.2251 1.4561
14 H 1.2273 1.9549 -0.5262
15 H 2.4671 0.8832 -1.2101
16 H 2.5239 1.3024 0.5059
17 H -2.5041 1.3832 0.1255
18 H -3.0978 -0.1404 0.7592
19 H -2.9054 0.0773 -1.0064
20 H -1.1483 -1.0488 -2.7335
21 H 0.6200 -0.5326 -2.9045

Calculated values
**ΔE to the lowest compared entry with this formula, charge and spin**: 387.8 kJ/mol
**LUMO energy (spin up / spin down)**: -0.441 / -0.644 eV
**Total charge**: 0
**E_HOMO (spin up / spin down)**: -8.5 / -7.6 eV



[3]
The following is a DFT calculation (wB97M-V/def2-TZVPD) of the ion C7H12N2 with charge +2 in a non-equilibrium geometry.

Atoms and positions in Å:
1 C -0.9188 2.1236 0.0093
2 C -1.4906 0.8746 0.0474
3 C 0.6891 -0.1660 -0.0588
4 C 3.1206 0.1062 0.0225
5 C 1.9440 -0.6092 -0.0263
6 C -1.0083 -1.1382 1.2377
7 C -1.0862 -1.1158 -1.2357
8 N 0.3509 2.2976 -0.0096
9 N -0.6628 -0.3465 -0.0043
10 H -1.6166 2.9702 0.0043
11 H -2.5517 0.7029 0.0937
12 H 4.0756 -0.4007 0.0380
13 H 3.1212 1.1853 0.0749
14 H 2.0521 -1.7072 -0.0502
15 H -2.0867 -1.2927 1.2846
16 H -0.5178 -2.1112 1.2106
17 H -0.6930 -0.5993 2.1321
18 H -2.1574 -1.3170 -1.1834
19 H -0.8812 -0.5359 -2.1364
20 H -0.5563 -2.0671 -1.2915
21 H 0.8739 3.1465 -0.1588

Calculated values
**ΔE to the lowest compared entry with this formula, charge and spin**: 159.0 kJ/mol
**Multiplicity**: 3
**LUMO energy (spin up / spin down)**: -10.901 / -10.815 eV
**Total charge**: +2
**E_HOMO (spin up / spin down)**: -17.4 / -19.8 eV



[4]
The following is a DFT calculation (wB97M-V/def2-TZVPD) of the molecule C7H12N2O in a non-equilibrium geometry.

Atoms and positions in Å:
1 C -1.1959 2.2507 -1.3705
2 C -2.1994 2.2440 -0.4387
3 C -3.2051 3.1947 -0.2976
4 C -0.2091 -2.2183 0.0202
5 C 1.3268 -0.5593 -1.2165
6 C 1.2790 -0.7506 1.3779
7 C 0.3603 -0.8140 0.0267
8 N -1.5884 0.2376 0.6223
9 N -0.6151 0.1953 -0.0919
10 O -2.4838 1.1403 0.3754
11 H -0.3157 2.7936 -1.5668
12 H -4.2869 2.9865 0.0022
13 H -2.9661 4.0447 -0.7731
14 H -0.7669 -2.4685 0.9410
15 H -0.9226 -2.4112 -0.7915
16 H 0.5897 -3.0059 0.0231
17 H 0.7242 -0.1376 -2.0101
18 H 2.1437 -1.1980 -1.5649
19 H 2.0656 0.2090 -0.8710
20 H 0.8294 -1.2869 2.2325
21 H 2.1044 -1.4421 1.1907
22 H 1.9220 0.1295 1.6068

Calculated values
**ΔE to the lowest compared entry with this formula, charge and spin**: 836.9 kJ/mol
**LUMO energy (spin up / spin down)**: 0.151 / -0.506 eV
**Total charge**: 0
**E_HOMO (spin up / spin down)**: -7.9 / -7.5 eV



Question: Number 4 is which compound?
Answer: C7H12N2O



Question: What is the ΔE to the lowest compared entry with this formula, charge and spin in the fourth record?
Answer: 836.9 kJ/mol



Question: Among the records above, which one has the lowest ΔE to the lowest compared entry with this formula, charge and spin?
Answer: number 1



Question: What is the total charge in the third record?
Answer: +2